[1]
ORCA calculation (wB97M-V/def2-TZVPD) on a cluster of 2 separate species, C23H37Cl2F2NO7 in total at a distorted geometry.

## Properties
Total charge   0
HOMO-LUMO gap   7.88 eV
Strongest force on any atom   4.23 eV/Å
SMILES string   CC(C)=CCC[C@H](C)CC[C@](CC(=O)F)(C[C@@H](O)CN)OC(=O)[C@H](Cl)[C@H](C)Cl.O=C1OC[C@@H](F)O1
LUMO energy   0.3655 eV

Each line ends with the Löwdin charge.
Atoms and positions in Å:
C1 -0.42354 -4.19962 -3.47242  -0.066
C2 -0.50183 -2.74632 -3.04785  -0.324
C3 -0.96756 -1.73385 -4.13481  -0.048
C4 -0.20649 -2.27055 -1.80603  -0.101
C5 1.12660 -2.55472 -1.09860  -0.157
C6 1.00405 -2.30176 0.44469  -0.182
C7 1.79555 -1.01577 0.88904  -0.343
C8 3.30307 -1.45156 0.91816  -0.076
C9 1.35432 -0.70311 2.34822  -0.135
C10 1.23507 0.76583 2.85602  -0.097
C11 1.11204 1.95828 1.89126  -0.354
C12 1.23768 3.24866 2.81428  -0.014
C13 1.40405 4.56057 2.05360  -0.472
O1 1.81428 5.48276 2.59668  0.201
F1 1.04315 4.71354 0.75713  0.098
C14 -0.30674 2.14605 1.22616  -0.058
C15 -1.07967 0.87393 0.88001  -0.321
O2 -1.60948 0.21871 2.03692  -0.052
C16 -2.37713 1.34287 0.01325  -0.204
N1 -3.64188 1.20328 0.70481  0.005
O3 2.08190 2.12462 0.82915  0.030
C17 3.37675 1.93620 1.11940  -0.540
O4 3.91134 2.05121 2.15985  0.125
C18 4.25723 1.60294 -0.14608  -0.583
Cl1 5.80476 0.88701 0.42983  0.686
C19 4.59308 2.86955 -1.00242  -0.687
C20 3.75226 4.11560 -0.68502  -0.116
Cl2 4.28234 2.39808 -2.74658  0.582
H1 -1.35392 -4.74840 -3.24523  0.085
H2 0.39161 -4.76659 -2.99112  0.071
H3 -0.27462 -4.30360 -4.56185  0.068
H4 -2.05825 -1.59827 -4.02208  0.076
H5 -0.71196 -2.16495 -5.11011  0.069
H6 -0.43665 -0.79391 -3.95565  0.069
H7 -0.97326 -1.64458 -1.31923  0.088
H8 1.90994 -1.91834 -1.53161  0.111
H9 1.30914 -3.63372 -1.23435  0.105
H10 -0.06012 -2.04728 0.62866  0.084
H11 1.23988 -3.17703 1.06563  0.116
H12 1.55573 -0.26945 0.12023  0.120
H13 3.32601 -2.54009 1.07992  0.085
H14 3.78463 -1.27926 -0.05843  0.060
H15 3.88097 -0.92892 1.69329  0.064
H16 0.38430 -1.19814 2.51911  0.093
H17 2.05401 -1.23788 3.01387  0.119
H18 0.35127 0.81650 3.51453  0.129
H19 2.08174 0.95843 3.53681  0.115
H20 0.32779 3.29628 3.43210  0.140
H21 2.07652 3.16381 3.51442  0.129
H22 -0.15945 2.69173 0.28199  0.125
H23 -0.96033 2.75431 1.87230  0.138
H24 -0.55427 0.17414 0.21168  0.116
H25 -1.78001 -0.69532 1.76952  0.095
H26 -2.43157 0.73334 -0.90318  0.106
H27 -2.19647 2.38408 -0.30425  0.105
H28 -3.68181 1.72530 1.56975  0.070
H29 -3.90967 0.23530 0.82471  0.042
H30 3.69112 0.89990 -0.76641  0.073
H31 5.67081 3.04709 -0.94643  0.077
H32 2.70437 3.92218 -0.93912  0.072
H33 4.12849 4.92496 -1.32890  0.087
H34 3.87792 4.41246 0.36650  0.092
O5 -3.48262 -2.69550 -1.27008  0.180
C21 -4.62119 -2.48598 -1.01675  -0.536
O6 -5.02896 -1.72698 0.03494  0.049
C22 -6.44792 -1.58615 -0.07453  -0.053
C23 -6.82113 -2.78898 -0.89985  -0.316
F2 -7.89516 -2.53630 -1.68430  0.080
O7 -5.68305 -2.96606 -1.72482  0.142
H35 -6.68269 -0.64579 -0.57633  0.149
H36 -6.91762 -1.58710 0.90695  0.142
H37 -6.99873 -3.69772 -0.32096  0.175

Cartesian forces, eV/Å:
1.3 -0.2 -0.6
-0.1 0.5 -0.2
-0.9 -1.1 1.5
0.5 -0.5 -0.5
-1.8 -1.4 1.5
-0.6 1.5 -0.7
0.4 -2.2 0.7
-0.4 0.5 -0.8
-0.5 0.1 -0.2
0.7 -0.4 0.2
-1.6 2.3 1.5
-0.2 -1.2 -1.1
-1.0 -2.3 -0.2
1.6 3.5 1.8
-0.4 -0.9 -0.1
0.8 -1.3 -0.2
-2.0 0.6 -1.1
1.0 -0.2 -0.2
0.7 -0.4 0.2
-0.2 0.5 -0.7
0.2 -1.3 -0.1
1.0 -0.1 -2.4
0.0 0.2 2.3
-0.6 0.6 0.3
-0.6 0.0 -0.4
-0.6 -0.4 -0.1
0.6 -0.2 -0.6
0.2 0.3 0.3
0.1 0.5 0.1
-0.3 0.2 0.0
0.0 0.0 0.4
0.3 0.2 -0.5
-0.2 0.3 0.2
-0.3 -0.2 -0.3
1.0 1.0 -0.6
-0.1 -0.4 0.0
0.6 0.5 -0.3
0.3 -0.4 0.0
0.1 0.3 -0.2
0.3 0.2 0.5
0.2 0.4 0.2
0.0 -0.1 0.4
-0.1 -0.2 -0.3
0.3 0.3 -0.1
-0.2 0.3 -0.2
0.2 0.1 -0.4
-0.2 0.1 -0.5
0.3 0.2 -0.3
-0.1 0.2 -0.4
0.0 -0.1 0.4
0.3 -0.2 -0.2
0.3 0.2 0.6
0.0 0.2 0.2
0.1 0.2 0.3
-0.4 -0.3 0.1
0.1 -0.3 0.0
0.1 0.2 0.2
0.4 0.0 0.2
-0.4 0.1 0.0
0.3 0.2 0.3
-0.2 -0.2 0.3
-0.1 -0.1 -0.3
-0.1 0.0 -0.1
0.6 0.1 -0.2
-0.3 -0.3 -0.2
-0.2 0.3 0.5
-0.2 0.2 -0.4
0.0 -0.1 0.0
0.2 0.0 0.6
0.0 -0.1 -0.2
0.2 0.0 0.1
-0.1 0.0 -0.1

=====

[2]
ORCA calculation (wB97M-V/def2-TZVPD) on a structure of composition C23H37GeN3O4PdSe.

## Properties
2S+1   5
Total charge   +2
HOMO-LUMO gap (alpha / beta)   7.63 / 5.41 eV
Strongest force on any atom   0.25 eV/Å
LUMO energy (alpha / beta)   -6.0659 / -8.3040 eV

Each line ends with the Löwdin charge.
Atoms and positions in Å:
Pd1 0.66423 -0.15674 1.27827  0.841
O1 -1.72494 2.91273 3.30834  0.093
C1 -2.99767 2.67816 2.94888  -0.238
C2 -3.94611 3.63992 3.28543  0.018
C3 -5.26567 3.45315 2.94013  -0.020
C4 -5.68508 2.30800 2.24837  -0.052
C5 -4.76091 1.35987 1.90395  -0.011
C6 -3.39746 1.52493 2.23786  -0.096
C7 -2.41955 0.55085 1.82219  -0.385
O2 -1.20485 0.61568 2.16207  -0.107
N1 -2.86535 -0.44272 0.99754  0.168
N2 -2.15400 -1.39613 0.61679  0.084
C8 -2.30607 -2.37865 -0.20324  -0.015
C9 -1.32831 -3.40688 -0.32624  -0.096
C10 -1.61468 -4.51216 -1.13152  -0.013
C11 -0.78369 -5.60751 -1.15475  0.001
C12 0.38203 -5.65015 -0.33458  -0.017
C13 0.71012 -4.59471 0.44726  0.021
C14 -0.08338 -3.38687 0.44510  -0.298
O3 0.32409 -2.39095 1.09124  -0.047
H1 -1.20452 2.11993 3.09278  0.068
H2 -3.61922 4.51593 3.82808  0.133
H3 -5.99476 4.20357 3.21617  0.124
H4 -6.72734 2.17583 1.99737  0.117
H5 -5.06703 0.46578 1.37747  0.117
H6 -3.23341 -2.44858 -0.76768  0.156
H7 -2.52658 -4.51185 -1.71487  0.129
H8 -1.03077 -6.45871 -1.77366  0.127
H9 1.00167 -6.53663 -0.33940  0.127
H10 1.58712 -4.60353 1.07953  0.119
N3 1.61091 1.77805 1.84017  0.050
H11 1.11695 2.61227 1.53791  0.060
H12 2.54049 1.79838 1.42945  0.072
H13 1.72950 1.85670 2.84611  0.064
C15 2.13295 -0.89650 3.84986  -0.064
C16 2.91854 -1.63128 2.79174  -0.242
O4 2.81438 -0.99662 1.49390  -0.275
C17 3.48563 -1.81896 0.51839  -0.241
C18 3.35046 -1.22274 -0.85700  -0.060
H14 2.18897 -1.46183 4.78010  0.103
H15 1.06183 -0.82993 3.61267  0.060
H16 2.53528 0.09588 4.04981  0.077
H17 2.55188 -2.65644 2.70003  0.117
H18 3.97671 -1.66574 3.05882  0.137
H19 3.04476 -2.81801 0.54872  0.106
H20 4.53359 -1.89679 0.81633  0.138
H21 2.29643 -1.15464 -1.14166  0.043
H22 3.84677 -1.86660 -1.58244  0.100
H23 3.81719 -0.23862 -0.91005  0.082
C19 -0.53398 2.31327 -4.31772  -0.216
Ge1 1.26904 1.76870 -3.83545  0.759
C20 2.62175 3.02862 -4.41046  -0.203
C21 1.63799 -0.05743 -4.39123  -0.208
C22 1.40174 1.73098 -1.82611  -0.540
Se1 -0.03822 0.69741 -1.03496  0.965
C23 -1.20906 2.21295 -0.72984  -0.302
H24 -0.63017 2.30937 -5.40328  0.036
H25 -0.75232 3.32263 -3.96794  0.030
H26 -1.27997 1.62209 -3.92162  0.016
H27 2.63322 3.08127 -5.49898  0.035
H28 3.60961 2.71436 -4.07466  0.029
H29 2.41839 4.02632 -4.02295  0.030
H30 1.48365 -0.15760 -5.46528  0.033
H31 0.97591 -0.76559 -3.88987  0.014
H32 2.67218 -0.32449 -4.17228  0.025
H33 1.36714 2.72516 -1.38033  0.029
H34 2.33518 1.25043 -1.54028  -0.007
H35 -1.47752 2.60082 -1.70950  0.030
H36 -0.68116 2.97679 -0.16411  0.045
H37 -2.10452 1.89577 -0.20490  0.020

Cartesian forces, eV/Å:
0.0 0.1 0.2
0.0 0.0 0.0
0.0 0.0 0.0
0.0 0.0 0.0
0.0 0.0 0.0
0.0 0.0 0.0
0.0 0.0 0.0
0.0 -0.1 0.0
0.0 0.2 0.1
0.0 -0.1 -0.1
-0.1 -0.1 0.1
0.1 0.1 0.0
0.1 0.0 0.0
0.0 0.0 0.0
0.0 0.0 0.0
0.1 0.0 0.1
-0.1 0.0 -0.1
0.0 0.0 0.0
0.2 0.0 0.1
-0.2 0.0 -0.2
0.0 0.0 0.0
0.0 0.0 0.0
0.0 0.0 0.0
0.0 0.0 0.0
0.0 0.0 0.0
0.0 0.1 0.0
0.0 0.0 0.0
0.0 0.0 0.0
0.0 0.0 0.0
0.0 0.0 0.0
0.0 0.0 0.0
0.0 0.0 0.0
0.0 0.0 0.0
0.0 0.0 0.0
0.0 0.0 -0.1
0.1 0.0 0.0
0.0 -0.1 0.1
0.0 0.1 -0.1
0.0 0.0 0.1
0.0 0.0 0.0
0.0 0.0 0.0
0.0 0.0 0.0
0.0 0.0 0.0
0.0 0.0 0.0
0.0 0.0 0.0
0.0 0.0 0.0
0.0 0.0 0.0
0.0 0.0 0.0
0.0 0.0 0.0
0.0 0.0 0.0
0.0 0.0 0.0
0.0 0.0 0.0
0.0 0.0 0.0
0.0 0.0 0.1
0.0 -0.1 -0.2
0.0 0.0 0.0
0.0 0.0 0.0
0.0 0.0 0.0
0.0 0.0 0.0
0.0 0.0 0.0
0.0 0.0 0.0
0.0 0.0 0.0
0.0 0.0 0.0
0.0 0.0 0.0
0.0 0.0 0.0
0.0 0.0 0.0
0.0 0.0 0.0
0.0 0.0 0.0
0.0 0.0 0.1
0.0 0.0 -0.1